A molecular structure, C4H14AgN4O4, computed with the ωB97M-V functional and the def2-TZVPD basis.

Atoms and positions in Å:
Ag (1.298, 0.108, 1.419)
C (0.794, -3.152, 1.611)
O (1.753, -2.223, 1.842)
H (1.041, -4.148, 2.046)
H (-0.223, -2.858, 1.966)
H (0.616, -3.438, 0.531)
C (2.821, 2.754, 1.446)
O (3.023, 1.609, 2.148)
H (2.537, 3.662, 2.032)
H (3.630, 3.066, 0.749)
H (1.939, 2.731, 0.749)
C (-1.625, 1.684, 0.514)
O (-0.570, 1.362, 1.030)
N (-1.849, 1.465, -0.819)
N (-2.696, 2.163, 1.230)
H (-1.255, 0.830, -1.323)
H (-2.652, 1.806, -1.314)
H (-3.594, 2.254, 0.802)
H (-2.452, 2.548, 2.124)
C (0.022, -1.321, -2.048)
O (0.799, -0.724, -1.329)
N (0.035, -1.159, -3.420)
N (-1.056, -1.993, -1.533)
H (0.754, -0.553, -3.770)
H (-0.477, -1.738, -4.058)
H (-0.880, -2.229, -0.563)
H (-1.735, -2.505, -2.061)

Calculated values
E_HOMO	-0.100	Eh
charge	-1
gap between HOMO and LUMO	0.191	Eh
energy relative to the best compared isomer or geometry (same formula, charge and spin)	0.0	kcal per mole
DFT total energy	-22524.1934	eV
LUMO	2.47	eV

Results of the natural (NBO) charge analysis, in e, for atoms 1 through 6:
1 Ag 0.87
2 C -0.19
3 O -0.96
4 H 0.10
5 H 0.08
6 H 0.05


A single C21H34N2O2S molecule, computed with the ωB97M-V functional and the def2-TZVPD basis.

Atoms and positions in Å:
C (1.357, 4.434, -2.216)
C (0.703, 3.239, -1.537)
C (-0.213, 2.473, -2.502)
N (-0.908, 1.328, -1.947)
C (-1.914, 1.664, -0.958)
C (-2.988, 0.575, -0.858)
C (-2.632, -0.552, 0.091)
O (-3.312, -0.790, 1.072)
N (-1.522, -1.271, -0.212)
C (-1.125, -2.334, 0.698)
C (0.251, -2.063, 1.307)
S (0.149, -0.692, 2.526)
C (1.291, 0.522, 1.923)
C (0.959, 1.862, 2.120)
C (1.817, 2.858, 1.716)
C (3.025, 2.542, 1.087)
O (3.787, 3.603, 0.699)
C (5.005, 3.351, 0.041)
C (3.361, 1.206, 0.903)
C (2.506, 0.205, 1.336)
C (-1.189, -3.720, 0.027)
C (-2.007, -4.759, 0.812)
C (-3.490, -4.391, 0.836)
C (-1.473, -4.967, 2.228)
C (-0.768, -1.071, -1.428)
C (-0.029, 0.271, -1.495)
H (0.604, 5.143, -2.554)
H (1.938, 4.115, -3.079)
H (2.022, 4.941, -1.520)
H (1.477, 2.566, -1.164)
H (0.121, 3.581, -0.679)
H (0.380, 2.112, -3.349)
H (-0.972, 3.154, -2.898)
H (-2.396, 2.590, -1.282)
H (-1.479, 1.835, 0.041)
H (-3.189, 0.180, -1.856)
H (-3.908, 1.014, -0.469)
H (-1.864, -2.287, 1.504)
H (0.979, -1.789, 0.546)
H (0.599, -2.942, 1.848)
H (0.021, 2.104, 2.595)
H (1.573, 3.898, 1.864)
H (4.850, 2.805, -0.896)
H (5.700, 2.793, 0.677)
H (5.428, 4.330, -0.180)
H (4.293, 0.923, 0.439)
H (2.805, -0.825, 1.211)
H (-1.649, -3.612, -0.957)
H (-0.176, -4.105, -0.122)
H (-1.905, -5.709, 0.274)
H (-3.888, -4.355, -0.176)
H (-3.652, -3.421, 1.297)
H (-4.052, -5.134, 1.397)
H (-1.599, -4.072, 2.831)
H (-0.417, -5.229, 2.206)
H (-2.012, -5.777, 2.713)
H (-0.038, -1.879, -1.496)
H (-1.427, -1.139, -2.301)
H (0.783, 0.179, -2.222)
H (0.412, 0.489, -0.508)

Calculated values
E_HOMO	-0.288	Eh
charge	0
structure (SMILES)	CCCN1CCC(=O)N([C@H](CSc2ccc(OC)cc2)CC(C)C)CC1
gap between HOMO and LUMO	0.311	Eh
energy relative to the best compared isomer or geometry (same formula, charge and spin)	11.2	kcal per mole
DFT total energy	-40239.6020	eV
LUMO	0.62	eV

Results of the natural (NBO) charge analysis, in e, for atoms 1 through 6:
1 C -0.60
2 C -0.42
3 C -0.20
4 N -0.46
5 C -0.22
6 C -0.50